Record 1
The following is a quantum chemistry calculation of a structure of composition C46H57BF5I3N3O5S, from the Open Molecules 2025 dataset.

Last column: Löwdin charge in e.
Cartesian coordinates (Å):
I: 5.258 3.059 -3.117  0.82
I: -0.544 0.960 -3.274  0.98
I: 1.755 -1.375 -1.949  1.14
S: 5.492 0.388 1.453  0.99
F: 4.036 0.551 4.206  -0.03
F: -5.930 -1.321 -2.880  0.04
F: 5.954 0.203 -4.942  0.01
F: -7.614 2.324 0.100  0.05
F: -3.502 0.727 -0.681  0.03
O: 2.190 4.194 1.090  0.08
O: 0.227 -2.452 4.495  0.17
O: -1.552 -0.498 6.752  0.18
O: 0.562 -0.780 5.985  0.08
O: 3.839 -3.563 2.946  0.15
N: 1.351 -1.139 1.259  0.00
N: -1.819 -3.532 -1.519  0.02
N: 3.878 -0.087 1.430  -0.36
C: 7.955 -0.921 -4.437  -0.02
C: 8.488 -2.946 -5.624  -0.09
C: -5.557 -0.144 0.058  -0.02
C: -9.019 -0.030 -4.239  -0.08
C: 8.807 -1.992 -4.669  -0.08
C: 4.070 -0.818 3.908  -0.31
C: 1.976 -1.245 2.616  -0.15
C: 4.683 -2.814 0.665  0.02
C: -0.095 -1.578 1.288  -0.10
C: 2.731 2.027 1.996  -0.09
C: 0.100 1.065 -1.297  -0.80
C: -1.638 -2.559 -0.473  -0.29
C: -5.845 5.953 -0.624  -0.09
C: 6.789 -0.836 -5.169  -0.29
C: -7.892 -1.336 -5.912  -0.08
C: 1.491 0.259 0.661  -0.18
C: -0.461 1.451 5.901  0.03
C: 2.900 0.904 0.932  -0.37
C: -0.568 2.199 -0.573  -0.15
C: -6.859 -1.597 -5.024  -0.02
C: -8.970 -0.554 -5.523  -0.09
C: 7.310 -2.832 -6.350  -0.08
C: -0.581 0.013 6.260  -0.44
C: 6.446 -1.771 -6.124  -0.02
C: -7.225 5.862 -0.505  -0.08
C: 3.429 1.645 -0.306  -0.18
C: -7.031 3.521 -0.137  -0.28
C: -5.657 3.583 -0.247  -0.01
C: 1.250 -0.430 3.693  -0.03
C: 0.997 0.209 -0.770  -0.65
C: -6.338 -0.636 1.092  -0.06
C: 3.492 -1.056 2.500  -0.26
C: 4.097 0.839 -1.429  -0.40
C: 5.431 -1.383 4.240  -0.02
C: 1.818 3.169 1.649  -0.23
C: -3.738 0.176 1.605  -0.04
C: -4.267 0.249 0.332  -0.30
C: 0.615 -1.330 4.727  -0.41
C: -7.996 -0.288 -3.339  -0.02
C: 5.470 1.375 -1.804  -0.64
C: -5.065 4.812 -0.497  -0.08
C: -6.936 -1.067 -3.754  -0.28
C: -7.830 4.637 -0.263  -0.01
C: -5.830 -0.720 2.380  -0.08
C: -4.531 -0.310 2.636  -0.08
C: -0.450 -2.822 0.478  -0.17
B: 4.036 -2.529 2.053  -0.47
H: 5.801 -0.839 5.103  0.10
H: 0.561 1.807 5.890  0.09
H: 0.428 0.152 3.279  0.13
H: 5.526 1.218 2.512  -0.07
H: 6.169 -1.280 3.456  0.06
H: 5.522 -1.663 -6.676  0.12
H: 1.844 -1.771 0.618  0.08
H: 9.157 -3.775 -5.806  0.10
H: -3.989 4.879 -0.594  0.10
H: -1.067 -3.512 -2.189  0.05
H: -0.764 -3.590 1.177  0.12
H: -5.067 2.684 -0.138  0.09
H: 5.360 -2.419 4.541  0.09
H: 4.134 2.399 0.017  0.10
H: -5.938 -0.066 -0.948  0.10
H: 0.392 -3.230 -0.068  0.06
H: -6.007 -2.199 -5.307  0.12
H: 0.760 3.076 1.957  0.12
H: -0.886 1.593 4.910  0.09
H: -7.351 -0.954 0.888  0.12
H: -1.061 2.025 6.592  0.10
H: -8.019 0.107 -2.331  0.11
H: -0.350 -1.805 2.312  0.11
H: -4.139 -0.367 3.639  0.10
H: 0.777 0.832 1.234  0.11
H: 1.883 0.273 4.214  0.11
H: 7.062 -3.572 -7.099  0.11
H: -1.487 -1.585 -0.932  0.09
H: 9.724 -2.077 -4.103  0.11
H: -2.532 -2.529 0.141  0.12
H: -5.379 6.909 -0.817  0.10
H: 2.387 1.629 2.942  0.09
H: 5.619 -2.275 0.542  0.06
H: -1.531 2.388 -1.020  0.04
H: 3.384 -1.285 4.614  0.15
H: -2.721 0.502 1.784  0.09
H: -9.772 -0.352 -6.220  0.10
H: -7.854 -1.748 -6.911  0.11
H: -8.904 4.544 -0.174  0.12
H: 3.500 0.890 -2.328  0.04
H: -6.445 -1.099 3.183  0.11
H: 4.891 -3.870 0.538  0.08
H: 0.018 3.107 -0.698  0.09
H: -0.754 1.986 0.471  0.06
H: 8.190 -0.159 -3.705  0.11
H: -9.857 0.582 -3.935  0.11
H: 4.038 -2.505 -0.157  0.02
H: -1.962 -4.467 -1.173  0.07
H: -7.836 6.749 -0.602  0.11
H: 6.020 1.746 -0.955  0.00
H: 1.824 -2.283 2.888  0.14
H: 6.038 0.639 -2.351  0.02
H: -0.717 -0.746 0.997  0.11
H: 3.700 2.477 2.167  0.12
H: 2.603 2.208 -0.724  0.11
H: 3.273 -4.243 2.571  0.13
H: 4.218 -0.202 -1.148  0.04

**LUMO energy**: -2.82 eV
**Gap between HOMO and LUMO**: 7.918 eV
**Total charge**: +1
**HOMO energy**: -0.3945 Eh

---

Record 2
The following is a quantum chemistry calculation of a structure of composition C38H60I2N8O3PPbS, from the Open Molecules 2025 dataset.

Last column: Löwdin charge in e.
Cartesian coordinates (Å):
Pb: -0.368 0.778 -0.598  1.21
I: -2.328 -2.277 -3.454  0.77
I: 1.084 -1.171 -3.496  0.78
S: 0.806 2.755 1.041  0.68
P: 1.826 -1.426 1.377  0.90
O: 0.700 3.418 -4.900  0.16
O: 0.850 -0.793 0.351  -0.63
O: 0.422 2.599 -2.772  -0.02
N: -1.852 3.441 1.074  0.08
N: -0.604 1.734 -8.812  0.22
N: -0.261 3.908 -9.469  0.22
N: -2.195 -0.492 0.776  0.01
N: -0.376 5.124 1.158  0.16
N: -2.026 2.139 1.081  -0.04
N: -2.283 1.774 -3.496  0.10
N: -2.108 3.397 -8.200  0.10
C: -4.992 3.961 3.806  -0.04
C: 2.518 -5.847 0.651  -0.17
C: 3.684 0.509 0.650  -0.20
C: 5.247 -0.766 2.821  -0.18
C: -2.171 3.572 -5.173  -0.17
C: -1.602 2.325 -4.548  -0.23
C: 0.555 -2.851 5.109  -0.17
C: 5.051 -0.127 0.403  -0.18
C: -3.570 2.218 2.968  -0.19
C: -3.158 -2.613 1.299  -0.01
C: 1.264 -4.964 0.627  -0.18
C: -0.272 -2.799 -3.548  -1.15
C: -1.002 3.008 -8.825  -0.42
C: 0.465 -0.346 4.674  -0.18
C: 2.942 -0.068 1.873  -0.34
C: -0.063 -0.823 3.327  -0.19
C: 0.287 2.936 -3.905  -0.53
C: -2.881 1.547 1.854  -0.13
C: -2.248 -1.807 0.623  -0.15
C: -3.368 3.293 -6.090  -0.16
C: 0.367 -1.458 5.725  -0.17
C: -4.009 -0.631 2.324  0.03
C: -4.062 -2.009 2.152  0.00
C: -4.046 2.349 5.325  -0.04
C: -3.043 0.094 1.638  -0.22
C: -3.420 1.716 4.263  -0.03
C: -0.503 3.809 1.072  -0.82
C: 3.639 -3.647 1.229  -0.18
C: 3.802 -5.013 0.571  -0.17
C: -3.030 2.588 -7.401  -0.15
C: 1.510 -3.697 -0.182  -0.20
C: -4.346 3.354 2.744  -0.02
C: 1.450 -2.818 3.875  -0.18
C: 2.597 -2.805 0.466  -0.32
C: 3.873 -0.170 3.097  -0.17
C: 0.778 -1.993 2.758  -0.32
C: 5.924 -0.067 1.650  -0.18
C: -4.837 3.464 5.095  -0.04
H: 4.939 -1.168 0.085  0.10
H: 3.115 -2.271 -0.339  0.11
H: 5.160 -1.836 2.620  0.09
H: -1.396 4.107 -5.718  0.10
H: 4.097 -4.867 -0.472  0.12
H: -3.153 -3.682 1.143  0.13
H: 0.968 -4.693 1.644  0.09
H: 2.431 -2.419 4.141  0.11
H: -4.709 -0.130 2.975  0.13
H: -2.388 4.356 -8.350  0.17
H: 6.900 -0.511 1.454  0.12
H: 0.976 -3.534 5.846  0.12
H: 5.536 0.394 -0.423  0.12
H: -4.460 3.748 1.743  0.11
H: -0.093 0.533 5.003  0.11
H: 3.062 0.435 -0.248  0.09
H: -0.496 4.887 -9.461  0.14
H: -3.944 2.435 -7.977  0.14
H: 3.387 -0.693 3.918  0.08
H: -0.117 -3.347 -4.470  -0.03
H: -1.191 1.565 -5.208  0.13
H: -2.594 1.606 -7.224  0.11
H: 0.089 -2.663 2.225  0.11
H: -1.237 1.003 -8.541  0.12
H: 5.856 -0.678 3.722  0.12
H: -0.065 -3.428 -2.691  -0.06
H: -5.334 3.953 5.921  0.12
H: -3.840 4.248 -6.343  0.13
H: 6.104 0.981 1.909  0.12
H: 0.423 -5.521 0.209  0.12
H: 4.626 -5.547 1.043  0.12
H: 3.369 -3.773 2.279  0.10
H: 0.567 3.641 -9.975  0.14
H: 1.623 -3.835 3.521  0.10
H: 2.520 -6.459 1.554  0.12
H: -1.202 5.693 1.269  0.13
H: -0.608 -1.413 6.215  0.11
H: -1.093 -1.174 3.448  0.11
H: 0.208 1.453 -9.336  0.14
H: 4.010 0.860 3.443  0.13
H: 1.107 -1.289 6.508  0.12
H: -2.600 0.816 -3.551  0.03
H: 4.595 -3.125 1.217  0.09
H: -2.496 4.234 -4.365  0.13
H: -2.901 2.385 -2.982  0.11
H: -4.799 -2.596 2.684  0.13
H: 0.588 -3.127 -0.322  0.07
H: 1.499 -0.014 4.560  0.10
H: -0.111 0.010 2.618  0.07
H: -1.533 -2.239 -0.067  0.08
H: 2.162 0.656 2.154  0.06
H: 2.490 -6.545 -0.188  0.12
H: -4.135 2.717 -5.570  0.12
H: 1.855 -3.972 -1.183  0.12
H: 0.535 5.553 1.214  0.13
H: 3.828 1.578 0.832  0.12
H: -2.795 0.850 4.442  0.11
H: -5.618 4.825 3.632  0.12
H: -3.920 1.970 6.330  0.12
H: -0.413 -3.276 4.825  0.12

**LUMO energy (spin up / spin down)**: -7.62 / -9.26 eV
**Gap between HOMO and LUMO (spin up / spin down)**: 7.791 / 5.344 eV
**Energy relative to the best compared isomer or geometry (same formula, charge and spin)**: 119.7 kJ/mol
**Total charge**: +3
**HOMO energy (spin up / spin down)**: -0.5663 / -0.5369 Eh

---

Record 3
The following is a quantum chemistry calculation of the molecule C7H6ClNO2, from the Open Molecules 2025 dataset.

Last column: Löwdin charge in e.
Cartesian coordinates (Å):
Cl: -3.168 -1.913 -0.052  0.56
O: 3.345 -1.664 -0.111  -0.12
O: 2.673 0.589 0.037  0.00
N: 2.031 -1.602 0.138  -0.03
C: -0.108 1.473 -0.038  0.00
C: -2.531 1.002 0.035  -0.09
C: 1.684 -0.268 -0.012  -0.33
C: -0.775 -0.691 0.265  -0.07
C: -1.480 1.801 -0.087  -0.11
C: -2.164 -0.372 0.077  -0.50
C: 0.293 0.157 0.044  -0.16
H: -3.517 1.316 -0.216  0.11
H: -1.643 2.917 0.143  0.14
H: -0.516 -1.733 0.323  0.08
H: 1.628 -2.650 -0.264  0.27
H: 3.655 -0.616 -0.179  0.14
H: 0.593 2.255 -0.104  0.11

**LUMO energy**: -0.33 eV
**Gap between HOMO and LUMO**: 8.880 eV
**Structure (SMILES)**: O=C(NO)c1cccc(Cl)c1
**Energy relative to the best compared isomer or geometry (same formula, charge and spin)**: 414.9 kJ/mol
**HOMO energy**: -0.3384 Eh

---

Record 4
The following is a quantum chemistry calculation of a structure of composition C21H34AuBN7O2, from the Open Molecules 2025 dataset.

Last column: Löwdin charge in e.
Cartesian coordinates (Å):
Au: 0.545 0.138 -0.255  1.41
O: -0.957 0.113 -4.029  0.12
O: -0.433 -0.217 -1.926  -0.20
N: -0.623 -1.546 1.694  0.00
N: 0.905 0.200 2.599  0.00
N: -0.093 -1.618 0.446  -0.05
N: -1.918 0.851 0.752  0.09
N: -1.524 0.803 2.055  -0.06
N: 0.882 2.133 -0.648  -0.04
N: 1.609 0.262 1.449  -0.07
C: -3.033 2.402 1.944  -0.01
C: -0.967 -3.586 0.899  0.03
C: -5.166 1.746 -0.185  -0.06
C: -0.410 0.514 -3.039  -0.62
C: 3.981 1.005 -0.542  -0.08
C: -1.154 -2.740 1.973  -0.02
C: -3.701 2.036 -0.540  -0.37
C: -3.293 1.204 -1.748  -0.06
C: 5.401 0.443 1.433  -0.07
C: 3.041 0.416 3.121  0.02
C: 4.058 0.188 0.747  -0.35
C: -2.852 1.794 0.682  -0.28
C: -1.008 -3.450 -2.361  -0.04
C: 0.187 -3.248 -1.425  -0.37
C: 0.135 2.690 -1.810  -0.18
C: -2.189 1.725 2.783  -0.07
C: 2.926 0.361 1.733  -0.22
C: 0.349 1.834 -3.040  -0.09
C: 1.046 -4.510 -1.330  -0.05
C: 1.754 0.296 3.617  -0.02
C: -0.286 -2.838 -0.064  -0.23
B: -0.597 -0.275 2.590  -0.50
H: 0.484 3.710 -1.976  0.13
H: -5.497 2.325 0.676  0.07
H: 0.016 2.374 -3.924  0.14
H: -0.657 -3.720 -3.357  0.09
H: -2.031 1.813 3.846  0.13
H: -3.726 3.182 2.207  0.11
H: -4.041 1.296 -2.535  0.09
H: 4.884 0.836 -1.126  0.09
H: -1.271 -4.615 0.818  0.12
H: 3.937 2.078 -0.331  0.09
H: -3.196 0.150 -1.488  0.09
H: -1.650 -4.255 -1.998  0.09
H: -1.598 -2.540 -2.445  0.07
H: 3.946 0.498 3.694  0.11
H: -0.877 -0.578 3.712  0.13
H: 1.880 2.290 -0.763  0.07
H: 5.471 1.472 1.790  0.10
H: 4.030 -0.869 0.459  0.15
H: -5.291 0.687 0.051  0.09
H: 3.150 0.702 -1.182  0.04
H: -3.629 3.099 -0.794  0.14
H: 0.463 -5.351 -0.950  0.08
H: -5.813 1.987 -1.029  0.08
H: -0.914 2.729 -1.525  0.11
H: 1.415 -4.782 -2.318  0.09
H: 1.392 0.249 4.631  0.14
H: 1.902 -4.367 -0.670  0.08
H: -2.345 1.524 -2.176  0.04
H: 0.601 2.615 0.206  0.13
H: -1.629 -2.907 2.926  0.14
H: 5.560 -0.228 2.275  0.08
H: 6.211 0.276 0.724  0.09
H: 0.796 -2.434 -1.824  0.11
H: 1.416 1.628 -3.181  0.13

**LUMO energy**: -4.13 eV
**Gap between HOMO and LUMO**: 7.530 eV
**Total charge**: +1
**HOMO energy**: -0.4287 Eh

---

Record 5
The following is a quantum chemistry calculation of a structure of composition C2H2FOSc, from the Open Molecules 2025 dataset.

Last column: Löwdin charge in e.
Cartesian coordinates (Å):
Sc: -1.960 0.713 -2.602  1.40
F: 1.395 -0.705 2.285  -0.13
O: 1.283 -0.227 -0.538  0.10
C: 0.097 -0.025 -0.427  -0.34
C: -1.109 0.401 -0.559  -0.20
H: 2.048 -0.745 1.539  0.13
H: -1.753 0.588 0.301  0.04

**Expectation value of S²**: 0.752
**LUMO energy (spin up / spin down)**: -6.47 / -6.51 eV
**Gap between HOMO and LUMO (spin up / spin down)**: 6.752 / 6.733 eV
**Energy relative to the best compared isomer or geometry (same formula, charge and spin)**: 0.0 kJ/mol
**Total charge**: +1
**Multiplicity**: 2
**HOMO energy (spin up / spin down)**: -0.4859 / -0.4867 Eh

---

Record 6
The following is a quantum chemistry calculation of a structure of composition C7H17ClNO2P, from the Open Molecules 2025 dataset.

Last column: Löwdin charge in e.
Cartesian coordinates (Å):
Cl: -3.188 -0.605 -0.792  0.45
P: -1.981 0.406 0.414  0.44
O: -2.093 2.466 -0.340  -0.52
O: -2.129 -0.050 1.787  -0.35
N: -0.222 -0.030 -0.200  -0.29
C: 0.757 2.251 -0.782  -0.07
C: 0.703 1.096 0.212  -0.37
C: -0.309 -0.144 -1.654  -0.11
C: -0.736 -2.454 0.286  -0.08
C: 0.319 1.661 1.574  -0.08
C: 0.229 -1.288 0.467  -0.38
C: 1.642 -1.717 0.029  -0.03
H: 0.235 -1.049 1.535  0.13
H: 0.679 -0.165 -2.110  0.10
H: -1.724 -2.224 0.670  0.03
H: 1.409 3.019 -0.376  0.09
H: -0.817 -2.768 -0.751  0.08
H: -0.352 -3.294 0.862  0.09
H: 1.653 -2.783 -0.182  0.08
H: 1.972 -1.211 -0.873  0.07
H: 1.702 0.650 0.281  0.13
H: 1.144 1.968 -1.755  0.07
H: 1.107 2.332 1.912  0.09
H: -0.864 0.716 -2.027  0.09
H: -0.604 2.230 1.481  0.06
H: -0.848 -1.047 -1.927  0.06
H: 0.182 0.893 2.330  0.07
H: -0.245 2.671 -0.879  0.04
H: 2.376 -1.530 0.810  0.09

**LUMO energy (spin up / spin down)**: 0.25 / 0.24 eV
**Gap between HOMO and LUMO (spin up / spin down)**: 8.842 / 8.842 eV
**Energy relative to the best compared isomer or geometry (same formula, charge and spin)**: 187.1 kJ/mol
**HOMO energy (spin up / spin down)**: -0.3159 / -0.3160 Eh

---

Copy entry 5 word for word.
The following is a quantum chemistry calculation of a structure of composition C2H2FOSc, from the Open Molecules 2025 dataset.

Last column: Löwdin charge in e.
Cartesian coordinates (Å):
Sc: -1.960 0.713 -2.602  1.40
F: 1.395 -0.705 2.285  -0.13
O: 1.283 -0.227 -0.538  0.10
C: 0.097 -0.025 -0.427  -0.34
C: -1.109 0.401 -0.559  -0.20
H: 2.048 -0.745 1.539  0.13
H: -1.753 0.588 0.301  0.04

**Expectation value of S²**: 0.752
**LUMO energy (spin up / spin down)**: -6.47 / -6.51 eV
**Gap between HOMO and LUMO (spin up / spin down)**: 6.752 / 6.733 eV
**Energy relative to the best compared isomer or geometry (same formula, charge and spin)**: 0.0 kJ/mol
**Total charge**: +1
**Multiplicity**: 2
**HOMO energy (spin up / spin down)**: -0.4859 / -0.4867 Eh